66
Properties=species:S:1:pos:R:3:mulliken_charge:R:1 method="wB97M-V/def2-TZVPD" total_energy_ev=-97268.660 charge=+1 e_above_lowest_ev=0.893 homo_lumo_gap_ev="7.760 / 8.626" s_squared=3.7587 e_homo_ev="-9.9 / -11.0" multiplicity=4 e_lumo_ha="-0.079 / -0.086" fmax_ev_per_a=2.2
V 0.33 -1.44 1.10 0.643
C -0.75 -1.79 -4.46 -1.413
C -0.71 -2.11 -2.99 0.623
C -2.01 -2.59 -2.42 -1.239
O -0.40 -0.84 -2.23 -0.037
P 1.02 -0.54 -1.69 0.239
O 1.44 -1.42 -0.53 -0.895
C 0.90 1.19 -1.19 -0.487
P 0.23 1.42 0.47 0.170
O 0.98 0.62 1.49 -0.708
O 0.23 2.93 0.85 -0.306
C -0.18 4.10 0.04 0.800
C 1.03 4.60 -0.71 -1.379
C -0.72 5.12 1.00 -1.565
O -1.24 0.91 0.23 0.338
C -2.39 1.10 1.20 0.721
C -3.30 2.20 0.68 -1.488
C -3.12 -0.21 1.30 -1.071
O 2.00 -0.64 -2.90 -0.061
C 3.49 -0.75 -2.75 0.657
C 3.87 -2.17 -3.09 -1.436
C 4.10 0.29 -3.65 -1.359
H -0.99 -2.70 -5.02 0.442
H 0.21 -1.41 -4.81 0.272
H -1.53 -1.04 -4.66 0.306
H 0.08 -2.82 -2.77 0.365
H -2.80 -1.85 -2.60 0.283
H -1.93 -2.77 -1.34 0.186
H -2.29 -3.53 -2.90 0.451
H 0.32 1.73 -1.93 0.550
H 1.93 1.57 -1.16 0.438
H -0.95 3.78 -0.66 0.377
H 1.83 4.84 -0.01 0.334
H 0.76 5.50 -1.26 0.431
H 1.40 3.87 -1.44 0.276
H 0.08 5.51 1.63 0.389
H -1.49 4.69 1.65 0.368
H -1.16 5.95 0.44 0.411
H -1.98 1.37 2.17 0.322
H -3.67 1.93 -0.32 0.312
H -2.82 3.17 0.63 0.226
H -4.16 2.29 1.35 0.457
H -3.57 -0.46 0.33 0.281
H -3.92 -0.12 2.04 0.475
H -2.48 -1.03 1.59 0.045
H 3.75 -0.55 -1.71 0.363
H 3.53 -2.41 -4.10 0.294
H 3.43 -2.88 -2.38 0.311
H 4.96 -2.28 -3.06 0.461
H 3.80 0.11 -4.69 0.284
H 5.19 0.23 -3.59 0.439
H 3.79 1.30 -3.36 0.299
F -2.89 -3.65 3.95 -0.243
C -2.21 -2.93 4.83 0.667
F -2.90 -1.79 5.08 -0.256
F -2.16 -3.62 5.99 -0.270
C -0.80 -2.56 4.41 0.139
C 0.01 -2.08 5.41 -0.259
C 1.29 -1.59 5.15 -0.872
C 1.69 -1.52 3.85 -0.280
N 0.92 -1.98 2.85 -0.334
C -0.29 -2.59 3.09 0.669
S -0.96 -3.29 1.62 -0.515
H -0.36 -2.08 6.43 0.465
H 1.93 -1.23 5.95 0.425
H 2.63 -1.07 3.56 0.469



67
Properties=species:S:1:pos:R:3:mulliken_charge:R:1 method="wB97M-V/def2-TZVPD" total_energy_ev=-117746.804 charge=+2 e_above_lowest_ev=2.516 homo_lumo_gap_ev=7.427 e_homo_ev=-14.2 e_lumo_ha=-0.248 fmax_ev_per_a=7.6
Ta 0.85 -0.76 -0.56 0.414
C -3.44 1.02 2.62 -1.040
N -2.96 0.13 1.56 0.254
C -3.98 -0.54 0.76 -1.091
C -1.68 0.00 1.29 1.013
O -1.27 -0.66 0.30 -0.765
C -0.67 0.75 2.14 -1.519
O 0.66 0.29 1.95 -0.281
C 1.16 -0.59 2.95 -1.449
C 0.95 -2.03 2.49 0.906
O 0.54 -2.17 1.31 -0.828
N 1.16 -3.02 3.32 0.297
C 1.80 -2.85 4.62 -1.156
C 0.84 -4.40 2.97 -1.039
H -4.51 1.14 2.51 0.391
H -2.99 2.01 2.54 0.381
H -3.25 0.61 3.62 0.317
H -4.65 -1.09 1.41 0.419
H -3.51 -1.22 0.07 0.305
H -4.56 0.20 0.20 0.393
H -0.94 0.74 3.20 0.651
H -0.68 1.79 1.78 0.465
H 0.67 -0.42 3.91 0.545
H 2.23 -0.37 3.04 0.505
H 2.33 -1.91 4.70 0.445
H 2.52 -3.66 4.75 0.364
H 1.06 -2.93 5.42 0.353
H 0.24 -4.43 2.07 0.201
H 0.28 -4.85 3.79 0.498
H 1.76 -4.96 2.82 0.383
O 2.41 -5.93 0.02 -0.412
C 2.07 -4.80 -0.09 0.173
C 2.78 -3.53 0.43 0.842
O 3.37 -3.39 1.46 -0.531
C 2.34 -2.46 -0.48 0.411
C 1.26 -2.87 -1.23 0.484
O 0.58 -1.98 -1.93 -0.467
C 0.83 -4.22 -0.80 0.384
O -0.29 -4.63 -0.77 -0.501
O 2.64 -1.18 -0.43 -0.609
C 2.12 4.08 -3.30 -0.942
Si 1.18 4.12 -1.67 0.458
C 2.13 4.47 -0.09 -1.035
C -0.57 4.80 -1.57 -0.995
As 0.58 1.49 -1.04 0.696
Si -0.77 0.83 -3.10 0.604
C 0.44 0.17 -4.38 -0.982
C -1.54 2.43 -3.74 -1.012
C -2.17 -0.36 -2.67 -0.893
H 2.42 5.09 -3.59 0.420
H 1.52 3.66 -4.10 0.293
H 3.03 3.48 -3.19 0.333
H 2.37 5.53 0.02 0.401
H 3.07 3.92 -0.05 0.331
H 1.51 4.16 0.75 0.276
H -0.63 5.61 -0.85 0.443
H -1.20 3.97 -1.23 0.250
H -0.96 5.17 -2.52 0.388
H -0.06 0.07 -5.35 0.418
H 0.80 -0.82 -4.11 0.252
H 1.30 0.83 -4.52 0.311
H -0.78 3.18 -3.96 0.183
H -2.24 2.87 -3.03 0.343
H -2.08 2.21 -4.65 0.438
H -1.83 -1.29 -2.22 0.214
H -2.70 -0.63 -3.59 0.561
H -2.89 0.11 -2.00 0.138



63
Properties=species:S:1:pos:R:3:mulliken_charge:R:1 method="wB97M-V/def2-TZVPD" total_energy_ev=-70095.432 charge=+2 e_above_lowest_ev=0.000 homo_lumo_gap_ev="2.957 / 2.965" e_homo_ev="-12.6 / -12.6" e_lumo_ha="-0.356 / -0.355" fmax_ev_per_a=2.2
P -0.80 -1.19 -3.84 0.994
P 1.18 -2.83 -2.19 0.842
C 0.26 -2.41 -4.80 -1.192
C 0.77 -3.52 -3.89 -1.187
H 1.09 -1.84 -5.24 0.451
H -0.35 -2.81 -5.62 0.551
H 0.01 -4.30 -3.75 0.461
H 1.67 -3.99 -4.30 0.534
C 2.96 -2.51 -2.58 -1.479
H 3.49 -2.33 -1.64 0.377
H 3.05 -1.62 -3.21 0.357
H 3.39 -3.37 -3.09 0.465
C 1.40 -4.47 -1.39 -1.411
H 2.09 -5.10 -1.97 0.421
H 0.43 -4.96 -1.30 0.389
H 1.81 -4.31 -0.38 0.391
C -0.90 0.07 -5.16 -1.380
H -1.61 0.84 -4.86 0.402
H -1.22 -0.39 -6.11 0.394
H 0.09 0.53 -5.29 0.368
C -2.40 -2.04 -4.17 -1.468
H -2.48 -2.95 -3.56 0.344
H -2.46 -2.30 -5.24 0.448
H -3.22 -1.36 -3.91 0.376
Ce -1.31 1.45 2.39 1.394
C 0.13 -0.69 1.41 -0.678
C 1.04 0.22 1.01 -0.590
C 1.27 0.62 -0.42 0.391
C 0.50 1.86 -0.92 -0.931
C -0.91 2.02 -0.46 -0.797
C -1.83 1.01 -0.31 -0.801
C -1.58 -0.45 -0.57 1.203
C -0.98 -1.31 0.58 -1.035
C -2.32 3.51 2.20 -1.339
H 0.21 -1.11 2.43 0.822
H 1.78 0.60 1.72 0.558
H 1.07 -0.23 -1.10 -0.885
H 2.34 0.84 -0.54 0.700
H 1.05 2.76 -0.59 0.452
H 0.56 1.85 -2.02 0.380
H -1.25 3.05 -0.35 0.707
H -2.88 1.26 -0.10 0.780
H -0.94 -0.58 -1.46 -1.617
H -2.54 -0.92 -0.84 0.794
H -1.81 -1.60 1.26 0.481
H -0.63 -2.26 0.13 0.266
H -2.81 3.52 3.20 0.477
H -3.10 3.61 1.43 0.488
H -1.63 4.37 2.15 0.437
C 0.91 3.82 4.84 -1.687
C 0.42 2.45 5.21 0.875
O -0.31 1.83 4.17 -0.327
C 1.62 1.48 5.49 0.571
F 2.43 1.87 6.51 -0.220
F 1.23 0.21 5.72 -0.219
F 2.39 1.44 4.35 -0.238
C -0.59 2.52 6.41 0.568
F -0.10 3.16 7.51 -0.225
F -1.69 3.22 5.99 -0.234
F -1.03 1.30 6.79 -0.217
H 1.42 3.76 3.87 0.400
H 1.61 4.19 5.61 0.430
H 0.06 4.50 4.77 0.418



63
Properties=species:S:1:pos:R:3:mulliken_charge:R:1 method="wB97M-V/def2-TZVPD" total_energy_ev=-65617.954 charge=+1 homo_lumo_gap_ev=8.550 e_homo_ev=-10.7 e_lumo_ha=-0.078 fmax_ev_per_a=3.5
Cs 0.89 0.22 -2.03 1.272
C 3.10 -0.33 1.55 -0.965
C 4.00 0.58 0.79 -0.955
N 3.98 0.44 -0.68 0.068
C 4.66 -0.76 -1.24 -1.062
C 4.06 -2.12 -0.79 -0.346
S 2.27 -2.60 -1.05 -0.264
C 1.65 -2.89 0.62 -0.803
C 1.07 -1.66 1.36 -0.338
N 1.76 -0.44 0.96 0.388
H 3.07 0.06 2.60 0.397
H 3.57 -1.34 1.62 0.356
H 4.99 0.53 1.22 0.369
H 3.66 1.63 0.91 0.309
H 4.37 1.32 -1.01 0.228
H 5.71 -0.89 -0.90 0.334
H 4.66 -0.75 -2.29 0.435
H 4.24 -2.40 0.28 0.202
H 4.67 -2.83 -1.33 0.489
H 2.47 -3.27 1.28 0.483
H 0.91 -3.74 0.62 0.421
H 1.12 -1.85 2.43 0.282
H 0.01 -1.57 1.17 -0.022
H 1.16 0.34 1.24 -0.111
Cl 0.21 5.17 -3.26 -0.139
C 1.33 4.07 -4.07 -0.377
Cl 2.44 3.12 -3.05 -0.059
H 1.84 4.78 -4.70 0.317
H 0.75 3.41 -4.67 0.274
C 0.80 4.34 2.09 -0.406
C -0.42 3.70 2.34 -0.780
C -0.81 2.73 1.46 0.011
N -0.14 2.36 0.40 -0.111
C 1.03 2.94 0.26 0.551
C 1.55 3.99 1.03 -0.857
H 1.21 5.05 2.75 0.483
H -0.96 4.00 3.23 0.415
H -1.70 2.11 1.77 0.226
H 1.62 2.53 -0.56 -0.235
H 2.47 4.46 0.75 0.463
C -4.93 -0.32 1.66 -0.626
C -4.09 0.72 0.97 -0.563
N -2.85 0.12 0.57 0.109
C -2.86 -1.02 -0.23 -0.257
N -1.87 -1.10 -1.09 -0.200
C -1.87 -2.30 -1.97 -0.477
C -2.61 -3.48 -1.32 -0.654
C -3.96 -3.14 -0.77 -0.754
N -3.85 -1.96 0.07 0.231
C -5.10 -1.49 0.65 -0.935
H -5.96 -0.08 1.90 0.368
H -4.47 -0.70 2.59 0.291
H -3.87 1.65 1.59 0.351
H -4.58 0.98 0.09 0.347
H -2.09 0.74 0.30 0.140
H -0.81 -2.57 -1.96 0.236
H -2.21 -2.08 -2.98 0.290
H -2.05 -3.67 -0.41 0.188
H -2.70 -4.37 -1.96 0.392
H -4.29 -3.99 -0.18 0.376
H -4.79 -3.00 -1.57 0.319
H -5.65 -2.22 1.12 0.500
H -5.78 -1.18 -0.16 0.385



64
Properties=species:S:1:pos:R:3:mulliken_charge:R:1 method="wB97M-V/def2-TZVPD" total_energy_ev=-77610.404 charge=+2 e_above_lowest_ev=2.068 homo_lumo_gap_ev="5.058 / 5.138" s_squared=9.3253 e_homo_ev="-12.0 / -12.0" multiplicity=6 e_lumo_ha="-0.255 / -0.254" fmax_ev_per_a=3.9
Dy 0.75 0.64 -1.11 -0.161
P 2.57 -1.37 -0.46 1.214
C 2.57 -2.09 -2.09 -1.290
C 1.43 -2.04 -2.93 0.961
N 0.34 -1.23 -2.59 0.183
C -0.87 -1.49 -3.14 0.683
C -1.03 -2.40 -4.17 -0.812
C 0.10 -3.03 -4.70 -0.529
C 1.33 -2.84 -4.10 -1.059
C -2.11 -0.83 -2.53 -1.067
P -1.87 0.87 -1.81 1.220
H 2.24 -3.33 -4.44 0.431
H -2.03 -2.57 -4.57 0.441
H 0.00 -3.69 -5.57 0.431
H -2.90 -0.76 -3.30 0.510
H -2.48 -1.48 -1.71 0.356
H 2.07 2.99 -2.48 0.294
H 3.44 -2.64 -2.47 0.324
H -1.27 5.51 -3.76 0.316
O 2.13 2.04 -2.36 -0.468
H 2.64 1.70 -3.12 0.297
H 2.24 1.82 -0.04 0.490
O -0.61 4.88 -3.48 -0.642
H -1.12 4.11 -3.17 0.284
C -2.63 1.92 -3.09 -1.478
H -3.60 1.51 -3.40 0.448
H -2.77 2.93 -2.69 0.352
H -1.96 1.97 -3.97 0.460
C -3.16 0.86 -0.52 -1.225
H -3.19 1.85 -0.06 0.394
H -4.14 0.62 -0.95 0.515
H -2.90 0.12 0.26 0.218
C 2.24 -2.81 0.62 -1.125
H 3.08 -3.51 0.54 0.461
H 2.11 -2.51 1.67 0.169
H 1.33 -3.30 0.27 0.355
C 4.33 -0.99 -0.11 -1.372
H 4.43 -0.72 0.95 0.406
H 4.95 -1.87 -0.33 0.445
H 4.66 -0.15 -0.73 0.335
C 0.79 -1.62 4.16 -1.241
C -0.39 -0.70 4.43 -1.070
C -0.44 0.54 3.50 2.264
C -1.65 1.47 3.83 -0.808
C -2.98 0.75 3.94 -1.312
C 0.82 1.36 3.64 -0.496
O 1.66 1.29 4.51 -0.485
N 0.99 2.32 2.57 0.060
C 0.85 1.80 1.37 0.006
O 1.47 2.39 0.25 -0.436
N 0.22 0.69 1.11 0.779
C -0.55 0.04 2.08 -0.813
O -1.25 -0.90 1.71 -0.599
H 0.71 -2.06 3.16 0.243
H 0.78 -2.43 4.89 0.486
H 1.73 -1.07 4.26 0.316
H -1.33 -1.24 4.30 0.508
H -0.36 -0.34 5.47 0.464
H -1.43 1.99 4.78 0.440
H -1.70 2.25 3.05 0.395
H -3.07 0.23 4.90 0.361
H -3.80 1.48 3.88 0.393
H -3.10 0.02 3.13 0.361
H 1.71 3.03 2.73 0.416



63
Properties=species:S:1:pos:R:3:mulliken_charge:R:1 method="wB97M-V/def2-TZVPD" total_energy_ev=-63672.080 charge=+1 e_above_lowest_ev=0.191 homo_lumo_gap_ev="7.731 / 7.295" s_squared=6.0151 e_homo_ev="-9.6 / -11.8" multiplicity=5 e_lumo_ha="-0.067 / -0.164" fmax_ev_per_a=0.4
Ir 0.09 0.09 0.01 1.410
C -3.35 -0.77 -1.29 -1.347
P -2.05 -1.29 -0.14 0.978
C -1.92 -3.09 -0.40 -1.449
C -2.81 -1.16 1.52 -1.139
C -1.76 -1.39 2.60 -1.049
P -0.41 -0.17 2.44 0.756
C 0.95 -0.81 3.44 -1.274
C -1.00 1.31 3.29 -1.361
H -4.27 -1.32 -1.07 0.464
H -3.04 -0.99 -2.31 0.385
H -3.50 0.30 -1.20 0.345
H -2.90 -3.55 -0.29 0.441
H -1.24 -3.53 0.33 0.387
H -1.52 -3.29 -1.39 0.386
H -3.63 -1.88 1.60 0.586
H -3.25 -0.16 1.60 0.374
H -1.32 -2.39 2.51 0.391
H -2.20 -1.34 3.60 0.546
H 0.64 -0.95 4.48 0.497
H 1.78 -0.11 3.40 0.245
H 1.28 -1.77 3.03 0.319
H -1.18 1.09 4.35 0.499
H -1.91 1.67 2.82 0.349
H -0.25 2.09 3.20 0.327
C 4.05 -0.48 -4.10 -1.096
C 4.25 -1.49 -2.99 -0.189
N 3.04 -1.59 -2.17 -0.058
C 2.85 -1.68 -0.87 0.589
S 1.25 -2.10 -0.32 -0.517
N 3.78 -1.49 0.06 -0.129
C 5.10 -0.87 -0.03 -0.449
C 5.55 -0.53 1.38 -1.568
H 4.95 -0.41 -4.71 0.390
H 3.83 0.51 -3.69 0.147
H 3.23 -0.77 -4.75 0.387
H 5.09 -1.21 -2.36 0.144
H 4.47 -2.48 -3.39 0.335
H 2.19 -1.71 -2.70 0.248
H 3.40 -1.58 0.99 0.182
H 5.03 0.04 -0.63 0.394
H 5.81 -1.55 -0.49 0.532
H 4.83 0.11 1.88 0.305
H 6.50 0.00 1.34 0.408
H 5.69 -1.43 1.97 0.427
O -0.33 2.36 0.56 -0.503
C -1.07 2.47 -0.44 0.022
O -1.31 1.47 -1.18 -0.649
H -1.51 3.44 -0.71 0.448
O 1.72 1.16 -1.04 -0.980
C 2.39 1.42 0.00 1.123
O 2.08 0.87 1.10 -0.896
C 3.53 2.37 -0.08 -0.042
C 4.14 2.82 1.09 -0.054
C 5.21 3.70 1.01 -0.871
C 5.68 4.11 -0.23 -0.437
C 5.07 3.66 -1.39 -0.783
C 3.99 2.80 -1.32 -0.197
H 3.75 2.50 2.05 0.480
H 5.67 4.06 1.92 0.434
H 6.52 4.79 -0.29 0.420
H 5.43 4.00 -2.35 0.441
H 3.48 2.46 -2.21 0.494



65
Properties=species:S:1:pos:R:3:mulliken_charge:R:1 method="wB97M-V/def2-TZVPD" total_energy_ev=-90758.548 charge=+2 e_above_lowest_ev=0.163 homo_lumo_gap_ev="7.596 / 6.886" s_squared=6.2841 e_homo_ev="-13.3 / -12.6" multiplicity=5 e_lumo_ha="-0.211 / -0.211" fmax_ev_per_a=0.6
Mn -0.60 -0.10 0.36 -0.025
C -2.54 -1.93 -1.49 -1.190
Si -1.07 -2.36 -0.38 0.733
C -1.66 -3.45 1.03 -1.096
C 0.32 -3.13 -1.35 0.339
C 0.23 -4.38 -1.97 -0.656
C 1.29 -4.88 -2.70 -0.705
C 2.46 -4.13 -2.83 -0.676
C 2.56 -2.90 -2.22 -0.633
C 1.50 -2.38 -1.47 0.541
Si 1.57 -0.76 -0.55 0.778
C 2.74 -0.99 0.94 -1.295
C 2.35 0.58 -1.63 -1.284
H -2.86 -2.84 -2.01 0.398
H -2.28 -1.20 -2.25 0.302
H -3.40 -1.56 -0.93 0.313
H -1.77 -4.47 0.66 0.396
H -2.63 -3.14 1.41 0.288
H -0.95 -3.48 1.86 0.300
H -0.68 -4.97 -1.88 0.395
H 1.20 -5.84 -3.19 0.412
H 3.28 -4.53 -3.41 0.428
H 3.48 -2.34 -2.33 0.366
H 3.77 -1.12 0.61 0.477
H 2.44 -1.91 1.46 0.527
H 2.73 -0.12 1.61 0.106
H 3.36 0.27 -1.89 0.447
H 2.43 1.56 -1.15 0.393
H 1.79 0.69 -2.56 0.295
O 2.39 4.07 -4.33 -0.503
C 1.23 4.86 -4.19 -0.426
N 0.31 4.02 -3.44 -0.168
C -0.65 4.54 -2.66 0.331
O -0.89 5.73 -2.55 -0.601
C -1.47 3.55 -1.86 0.393
C -2.81 3.83 -1.62 -0.284
C -3.54 2.95 -0.84 -0.847
C -2.91 1.85 -0.30 -0.394
N -1.61 1.59 -0.50 0.153
C -0.91 2.42 -1.29 -0.607
H 2.97 4.48 -4.97 0.309
H 0.80 5.12 -5.17 0.330
H 1.40 5.77 -3.62 0.330
H 0.37 3.03 -3.61 0.232
H -3.25 4.73 -2.03 0.522
H -4.59 3.12 -0.65 0.445
H -3.45 1.14 0.31 0.404
H 0.13 2.18 -1.44 0.587
N -2.80 -0.09 4.50 -0.194
C -1.41 0.16 5.03 -0.741
P -0.24 -0.45 3.74 1.076
O 0.02 -1.90 3.93 -0.904
O -0.84 0.11 2.47 -0.611
C 1.38 0.36 4.16 -0.943
N 2.41 -0.73 4.10 -0.111
H -3.07 -1.07 4.61 0.382
H -2.80 0.12 3.48 0.145
H -3.50 0.49 4.96 0.400
H -1.30 -0.38 5.96 0.370
H -1.32 1.23 5.20 0.403
H 1.35 0.73 5.18 0.501
H 1.66 1.17 3.49 0.396
H 3.14 -0.61 4.80 0.401
H 2.85 -0.76 3.17 0.137
H 1.90 -1.63 4.24 0.409